1.
Here is an isolated molecule of C4H8N2OS in a non-equilibrium geometry from the OMol25 dataset. Energies are from ωB97M-V/def2-TZVPD.

```
16
Properties=species:S:1:pos:R:3
N 0.84360 -1.00863 1.55128
C 0.89036 0.15184 0.69834
C -0.49392 0.83766 0.49056
S -1.59449 1.57843 1.46888
N -0.38373 0.64385 -0.85646
C 0.89320 -0.10486 -0.82223
C 0.79139 -1.56125 -1.24771
O 0.44052 -1.67640 -2.60299
H 1.81026 -1.30604 1.71294
H 0.53494 -0.74464 2.48665
H 1.66006 0.82839 1.03193
H -0.98824 0.91343 -1.58370
H 1.76738 0.41820 -1.31782
H 0.07533 -2.07269 -0.60373
H 1.84473 -2.01294 -1.21800
H -0.42209 -1.25433 -2.76392
```

The energy relative to the best compared isomer or geometry (same formula, charge and spin) is 29.8 kcal/mol. As for the molar mass: 132.19 g mol⁻¹. The calculation puts the frontier orbital gap at 9.153 eV. Its LUMO energy is 0.021 Eh. Its largest force on an atom is 1.9 eV/Å. The spin multiplicity is 1.



2.
Here is a cluster of 2 separate species, C4H11N2O in total in a non-equilibrium geometry from the OMol25 dataset. Energies are from ωB97M-V/def2-TZVPD.

```
18
Properties=species:S:1:pos:R:3
C -0.98818 -1.75814 0.91910
C -0.93418 -2.30935 -0.31234
C -0.28218 0.08539 2.19983
N -0.61677 -0.40692 1.03628
H -1.29162 -2.23984 1.84227
H -0.22754 -1.95797 -1.02875
H -1.49977 -3.20903 -0.60303
H 0.14613 1.13352 2.20237
H -0.65077 -0.37936 3.10226
H -0.32061 0.20880 0.20234
N 2.03688 1.06582 -0.96636
C 0.87304 1.42680 -1.67660
O -0.40684 1.24411 -0.87906
H 2.18968 1.66049 -0.11889
H 2.06555 0.10347 -0.72101
H 0.88210 2.51257 -1.93502
H 0.69402 0.78410 -2.55340
H -0.68426 2.14982 -0.62605
```

The energy relative to the best compared isomer or geometry (same formula, charge and spin) is 80.0 kcal/mol. As for the molar mass: 103.14 g mol⁻¹. As for the charge: +1. The calculation puts the frontier orbital gap at 8.853 eV. Its LUMO energy is -0.191 Eh. Its largest force on an atom is 4.2 eV/Å. The spin multiplicity is 1.



3.
Here is a structure of composition C13H28N4O7Ru in a non-equilibrium geometry from the OMol25 dataset. Energies are from ωB97M-V/def2-TZVPD.

```
53
Properties=species:S:1:pos:R:3
O -0.43127 -0.86511 -3.79319
H -0.38078 -0.75163 -4.76936
Ru 0.13674 0.18356 -0.57547
N 1.69315 -0.92704 -0.91387
N -0.46346 -1.52491 0.15250
N 1.04368 1.72409 0.10312
N -1.23079 1.10458 0.60964
O 2.88450 -0.51824 -1.03413
O 2.40539 1.84860 0.15498
O -2.24053 0.48447 1.24122
O -1.35395 -1.76747 1.07083
C 0.17652 -2.60238 -0.44023
C 1.40522 -2.27263 -1.05517
C 0.33613 2.78169 0.56996
C -0.97660 2.38779 0.96263
C 2.24069 -3.15516 -1.90261
H 1.91952 -3.10287 -2.94996
H 2.14319 -4.19935 -1.59739
H 3.29409 -2.88630 -1.86291
C -0.53465 -3.90197 -0.44878
H -1.42375 -3.86031 -1.11200
H -0.87166 -4.17041 0.56894
H 0.13560 -4.68773 -0.82779
C 0.93100 4.12974 0.63534
C -1.97816 3.24065 1.65281
H 1.56212 4.34459 -0.22674
H 1.51653 4.35191 1.53058
H 0.14274 4.87400 0.61335
H -2.78057 2.62266 2.06627
H -2.43493 3.95552 0.95116
H -1.51941 3.82065 2.46519
H 2.76462 1.02152 -0.27618
H -1.96217 -0.53458 1.24762
C -2.08060 -0.79647 -2.66646
H -1.98386 -1.71760 -3.22862
H -1.82264 0.18163 -3.17185
H -2.88014 -0.68306 -1.83873
O 0.54988 0.93483 -2.27283
H -0.26214 0.03023 -3.40544
H 0.36053 1.89100 -2.28356
C 1.71541 -0.07333 4.43729
C 2.00336 -1.53143 4.04105
C 1.68831 -1.62021 2.55713
O 1.06863 -0.38852 2.13783
C 1.00682 0.53799 3.24053
H 1.10318 0.00614 5.33470
H 2.64810 0.46800 4.62043
H 1.35647 -2.21624 4.59440
H 3.03809 -1.82028 4.23762
H 2.58404 -1.76391 1.94444
H 0.98478 -2.43307 2.33513
H -0.05581 0.73841 3.44004
H 1.47424 1.47198 2.91500
```

The energy relative to the best compared isomer or geometry (same formula, charge and spin) is 46.1 kcal/mol. As for the molar mass: 453.46 g mol⁻¹. As for the charge: +1. The calculation puts the frontier orbital gap (alpha / beta) at 5.728 / 6.542 eV. Its LUMO energy (alpha / beta) is -0.167 / -0.209 Eh. Its largest force on an atom is 5.7 eV/Å. The spin multiplicity is 6.



4.
Here is a cluster of 7 separate species, C25H42N3O13P2S in total in a non-equilibrium geometry from the OMol25 dataset. Energies are from ωB97M-V/def2-TZVPD.

```
86
Properties=species:S:1:pos:R:3
N -1.72566 1.22362 -0.17519
P -1.61768 2.77011 -0.74367
N -3.18812 3.46456 -1.22031
N -3.44874 4.73398 -0.73242
C -2.34790 5.57737 -0.91588
S -0.95374 6.49716 -0.44696
P -4.55073 2.41373 -0.63572
O -5.07962 1.46549 -1.81069
H -1.16852 0.57983 -0.81230
H -0.76066 2.74247 -1.91307
H -0.95609 3.51007 0.33745
H -3.23874 3.39431 -2.28085
H -4.22435 1.70064 0.57992
H -5.65944 3.30151 -0.30696
O 1.39887 3.84111 -1.49360
C 2.10936 4.62329 -2.10318
O 1.64118 5.64660 -2.87638
C 2.74068 6.28561 -3.52333
C 3.94591 5.94877 -2.68495
C 3.60656 4.57895 -2.15407
H 2.82120 5.89465 -4.54305
H 2.56476 7.36426 -3.57011
H 4.88340 5.98057 -3.24643
H 4.02695 6.65617 -1.85067
H 3.91754 3.78752 -2.84164
H 4.03026 4.41760 -1.16016
O -1.07435 0.26277 -2.81738
C -0.62554 -0.80790 -3.19208
O -1.36234 -1.77815 -3.80847
C -0.54585 -2.93137 -4.00650
C 0.87244 -2.42518 -3.97232
C 0.78784 -1.27054 -3.00637
H -0.75132 -3.64694 -3.20344
H -0.79027 -3.39583 -4.96626
H 1.59558 -3.19024 -3.67752
H 1.15788 -2.05398 -4.96416
H 0.92455 -1.59519 -1.97113
H 1.49804 -0.48080 -3.26198
O -2.92304 3.69472 1.83432
C -2.88046 2.92782 2.78206
O -3.95377 2.22976 3.25631
C -3.56837 1.52060 4.43289
C -2.07047 1.38846 4.34494
C -1.66975 2.64839 3.62008
H -3.88406 2.09820 5.30804
H -4.06343 0.54537 4.45441
H -1.59045 1.27332 5.32037
H -1.81028 0.51513 3.73452
H -1.51233 3.48217 4.30989
H -0.78692 2.48904 2.99667
O -0.23743 -7.06120 -1.36982
C -0.98499 -7.04581 -2.33371
O -0.84269 -6.21140 -3.40503
C -1.94974 -6.38925 -4.28741
C -2.49364 -7.75811 -3.97228
C -2.20866 -7.89540 -2.49805
H -2.68076 -5.59700 -4.09479
H -1.61038 -6.31390 -5.32461
H -3.55116 -7.86999 -4.22580
H -1.93030 -8.51800 -4.52746
H -3.01580 -7.48152 -1.88728
H -2.00777 -8.93345 -2.22325
O 3.17490 -4.36229 1.14580
C 2.82528 -5.45721 1.55457
O 3.23050 -6.00206 2.73911
C 2.71808 -7.32957 2.84355
C 1.53336 -7.37288 1.91432
C 1.93547 -6.41491 0.82162
H 3.50445 -8.03184 2.54757
H 2.43185 -7.53391 3.87938
H 1.30667 -8.37925 1.55241
H 0.64380 -6.99005 2.42924
H 2.51378 -6.91150 0.03755
H 1.06852 -5.90246 0.39829
O 0.49887 3.24431 5.99899
C 1.20936 4.02648 5.38940
O 0.74118 5.04979 4.61620
C 1.84068 5.68880 3.96925
C 3.04591 5.35196 4.80763
C 2.70656 3.98214 5.33851
H 1.92120 5.29784 2.94953
H 1.66476 6.76745 3.92247
H 3.98340 5.38376 4.24615
H 3.12695 6.05936 5.64191
H 3.01754 3.19071 4.65095
H 3.13027 3.82080 6.33242
```

As for the molar mass: 686.63 g mol⁻¹. As for the charge: +1. The calculation puts the frontier orbital gap at 6.441 eV. Its LUMO energy is -0.176 Eh. Its largest force on an atom is 8.7 eV/Å. The spin multiplicity is 1.



- Which of these has the highest molar mass?
  C25H42N3O13P2S